Density functional theory data (ωB97M-V/def2-TZVPD) for a cluster of 5 separate species, C64H144F6P5 in total in a non-equilibrium geometry.

Summary:
- Kohn-Sham gap (eV) = 9.8
- energy (eV) = -131436.865
- net charge = +3

```
219
Properties=species:S:1:pos:R:3:forces:R:3
C 15.92736 2.40482 -17.63768 0.08 0.66 1.20
P 8.01453 3.44822 -17.11366 1.04 -1.04 0.00
H -3.71405 2.08691 -21.70142 -0.06 -0.23 -0.03
H 8.89442 9.44722 -18.02600 -0.19 -0.04 -0.01
H 8.62959 11.51467 -15.76655 0.53 0.11 0.10
H 14.71221 -3.43725 -14.54266 -0.04 -0.14 -0.33
H 7.90813 11.20788 -20.06605 -0.15 0.03 -0.22
H -6.99898 4.07648 -20.81236 -0.05 -0.04 0.11
C 8.78505 2.47283 -8.43841 -0.68 0.13 -0.78
H 17.81775 -1.50416 -18.19409 0.48 -0.31 0.05
C 13.89820 -2.26294 -20.00445 -0.57 0.24 -2.37
C -4.95255 4.48424 -23.02911 -0.97 0.91 -0.88
H 14.10653 -3.76663 -22.57415 -0.08 -0.37 -0.30
C 5.60055 8.50697 -21.98620 0.12 0.13 0.00
H -2.05972 1.94236 -22.27148 0.05 0.18 0.12
C 4.04687 -2.03923 -9.79842 0.23 0.85 1.21
H -10.36856 3.08073 -26.02786 0.59 -0.28 -0.76
H 6.21906 6.15573 -8.28408 0.24 -1.03 0.08
H -11.36273 3.84958 -20.37287 0.40 0.43 0.24
C 2.77558 3.00277 -3.48244 0.68 -0.42 -0.52
H -7.33931 9.19688 -23.05576 -0.28 -0.21 -0.32
H 13.62123 -3.93587 -15.94863 0.72 -0.26 0.00
H 7.39001 9.56270 -19.63996 0.08 -0.06 -0.27
F 7.37379 4.85795 -16.75359 0.54 1.47 -0.85
H 5.13554 7.31745 -10.16022 -0.35 -0.07 -0.17
H 7.33121 3.65367 -9.61752 0.22 0.41 0.18
H -5.36797 8.61636 -21.67663 0.31 -0.59 0.31
C 5.21194 12.62990 -20.67179 -1.28 -0.24 0.24
C -7.41742 3.89301 -21.80198 -0.41 -0.10 -0.94
H -2.17656 4.21460 -22.80239 -0.94 0.21 -0.78
H 13.43363 -4.64228 -12.84829 -0.26 -0.51 0.15
C -7.19023 4.32758 -25.45888 0.38 0.40 0.12
H 4.45505 9.03235 -19.38074 -0.45 -0.23 -0.11
H 16.24984 3.11764 -15.57826 -0.23 -0.37 0.05
H 13.93888 0.39871 -18.27034 -0.19 0.37 0.12
H 4.13832 15.41789 -20.18681 0.10 0.23 0.10
H 10.35622 3.55078 -7.30573 0.03 -0.12 -0.37
H -4.02144 5.74988 -21.56754 0.02 0.08 -0.08
C -6.36848 8.94416 -23.48207 0.86 0.02 1.56
C 5.13288 6.12929 -8.37126 0.73 0.31 -0.22
H 8.60769 9.76633 -15.57788 -0.16 -0.04 -0.10
H 1.99013 9.58281 -17.52529 0.20 -0.23 -0.15
P 14.63418 -1.66462 -17.41883 1.66 -0.43 -0.35
H 12.05009 -2.28199 -21.15390 -0.42 -0.26 0.98
C -6.60062 6.84830 -21.94043 -0.90 -0.21 -0.14
H 12.78553 -5.52854 -14.28854 0.15 0.08 0.00
C 3.33223 4.17174 -4.29343 -0.15 -0.06 0.48
H 5.65257 8.77309 -7.54797 0.33 -0.01 0.11
C 12.62744 -4.71717 -13.57805 -0.96 1.46 -0.40
C -8.21695 3.25511 -25.42942 -1.08 -0.98 -0.96
H 16.67311 0.57081 -16.87283 0.27 -0.22 -0.21
H -9.47170 4.62293 -21.64282 0.08 0.40 -0.61
H 5.16211 3.32796 -5.11526 -0.30 -0.77 -0.17
H 19.90181 -4.48258 -17.72256 0.13 0.20 -0.02
H -7.02413 2.93725 -22.14832 0.49 0.05 -0.05
C 6.19376 7.81233 -23.21385 0.88 -1.22 -0.24
P 4.60762 3.29657 -8.27424 0.76 -0.52 0.43
C 12.52494 -3.30519 -14.26489 2.95 -2.24 0.16
H -6.43293 8.51248 -24.48087 -0.40 0.04 0.06
C 12.94471 -2.89074 -21.02289 -0.64 -0.36 -1.21
C 4.57592 4.88044 -9.13780 0.09 0.70 -0.58
H 3.86770 11.85029 -18.27556 0.11 0.04 -0.38
P 5.48965 10.84023 -20.39995 1.91 0.49 0.99
H 5.64414 8.12667 -24.10110 -0.05 -0.11 -0.09
H 4.57525 0.09138 -7.88969 -0.31 0.37 0.26
C 4.39380 0.38749 -8.92288 0.81 -0.14 -0.36
H 10.11753 10.45712 -16.10335 -0.03 0.51 0.47
H -8.40484 5.76220 -24.37799 -0.06 -0.01 0.27
H -6.19836 3.90946 -25.28724 0.14 -0.07 -0.69
H -4.82264 7.49897 -22.98162 0.39 0.17 0.29
C 9.27807 3.54653 -7.46601 -0.07 -0.69 0.71
H 3.38154 -2.82585 -10.15433 -0.13 0.52 -0.44
H -4.99876 3.43162 -23.30831 -0.35 -0.06 0.09
F 6.94699 2.91601 -15.99077 0.97 -1.36 -0.17
H 12.72323 -2.59590 -13.46134 -1.16 0.45 -0.20
C 16.70654 3.19098 -16.56525 0.00 0.26 0.63
H 4.55659 8.19709 -21.93894 -0.15 0.17 0.23
H -4.68337 4.27236 -20.93732 0.16 -0.18 0.18
H -2.40925 2.35078 -20.56523 0.05 -0.16 -0.10
H 3.28574 10.06634 -20.32557 -0.10 -0.30 0.16
H 13.70735 -1.24381 -20.34067 0.85 0.62 0.95
H 2.64256 3.80221 -6.95726 0.07 0.18 0.05
H 5.05724 4.76230 -10.10861 0.74 -0.14 0.09
H 19.69165 -2.70483 -17.50840 0.34 -0.05 -0.62
H -4.72246 9.99076 -24.25996 0.62 0.41 0.51
F 6.90931 3.14330 -18.28415 0.33 0.16 0.57
H -9.61865 4.68487 -26.22880 -0.36 0.07 0.18
C 6.15543 6.22356 -23.05281 -1.23 1.68 0.10
H 4.13711 14.06893 -22.74850 0.59 -0.09 0.29
H 6.61752 5.58524 -23.80587 0.39 0.60 -0.04
C 2.13116 10.54343 -18.02069 -0.21 0.63 1.61
H 4.90193 10.50059 -22.57252 0.52 0.15 -0.79
C 1.44209 11.61041 -17.06402 1.06 -0.35 -0.39
H 14.89486 -2.55670 -20.33383 0.21 0.04 0.51
H 2.83106 1.87773 -9.03938 -0.17 0.25 0.25
C -2.77404 4.03418 -21.90877 1.83 -0.74 0.78
H 3.18174 13.06441 -19.96627 -0.07 -0.02 -0.09
C 9.03622 10.58272 -16.15923 -0.28 -0.69 -1.25
C 4.08017 10.03630 -19.57985 1.29 1.22 0.76
H 6.84754 8.58196 -8.88112 0.05 -0.59 0.23
H 6.68794 3.67925 -7.10318 -0.05 -0.02 -0.06
H 1.61933 12.60104 -17.48277 -0.21 0.14 0.10
H -4.59952 4.99428 -23.92540 0.76 0.13 0.07
F 9.03691 3.97920 -18.23153 -0.37 2.21 -0.95
H -6.06778 11.03811 -24.07421 -0.36 -0.21 -0.30
C 3.68365 12.90628 -20.92082 0.93 1.30 -1.16
H 11.61479 -3.30097 -14.86464 0.10 0.84 0.20
P -6.63471 5.18966 -22.85920 -0.27 -0.59 2.41
C 13.49159 -2.87143 -22.48165 1.60 -1.23 1.19
H 3.26007 -0.18316 -10.59437 -0.13 -0.12 -0.28
C 3.55314 14.18002 -21.83487 -1.67 -1.18 -0.12
C -7.37078 5.42357 -24.44243 -0.08 1.03 -0.09
C -5.52951 10.23584 -23.56951 -0.53 -0.05 -1.20
H 4.95322 -1.93300 -10.39452 0.02 -0.54 0.01
C 14.94767 0.05634 -18.03961 -0.34 -0.20 -0.08
H 8.98244 4.55405 -7.75862 -0.05 -0.04 -0.16
H -8.92000 3.81351 -19.57110 0.50 -0.23 0.09
H -8.06272 2.65884 -26.32874 0.47 -0.43 0.23
H -5.24397 10.74911 -22.65129 0.37 -0.75 0.26
H 5.82024 12.97631 -21.50729 -0.02 -0.35 -0.26
H 9.52758 2.33351 -9.22412 -0.34 0.49 -0.56
H 3.87806 4.80492 -3.59395 -0.11 0.25 -0.06
C 15.69391 0.98998 -17.10429 0.22 -0.65 0.47
H 2.55378 14.19723 -22.26972 -0.31 -0.43 0.12
H -8.78081 2.13062 -20.25732 0.22 0.04 0.45
H 14.28413 -2.12719 -22.55970 -0.52 0.69 -0.42
H 18.79334 -3.75940 -16.58776 -0.64 -0.43 -0.12
H 4.27746 -2.34485 -8.77787 0.57 -0.35 -0.03
H -7.58151 7.31855 -22.00985 -0.60 -0.58 -0.44
C 16.17099 -2.63173 -17.39772 0.74 -0.05 0.86
H 7.13256 1.99402 -9.74747 -0.63 -0.42 0.49
C 3.69388 10.77426 -18.26965 -2.37 -0.38 0.12
C -2.71152 2.50289 -21.60137 -0.62 0.77 0.03
C 13.83188 -3.22523 -15.14943 -2.36 1.60 -0.59
C -9.23220 3.11838 -20.35048 -1.83 -0.65 0.81
C 6.33472 2.92613 -7.80755 0.29 -0.90 -1.29
H 12.77732 -2.89998 -23.30452 -0.05 0.42 0.36
H 3.51175 2.32118 -6.55326 -0.54 -0.27 -0.08
C 19.18863 -3.66753 -17.59940 -0.15 -0.22 -0.67
C 4.31173 3.91251 -5.46634 -0.38 1.08 0.20
H 4.82663 4.85808 -5.63635 -0.32 0.32 -0.31
H -6.55351 6.79134 -20.85294 0.58 -0.92 0.01
H 12.57828 -2.14973 -18.31197 -0.39 -0.04 -0.30
H -7.27911 4.84396 -26.41467 0.48 -0.25 -0.22
H 4.22457 10.41268 -17.38889 0.08 -0.23 -0.23
H -2.08696 4.53953 -21.23005 -0.20 -0.05 0.60
H -9.47455 3.06621 -22.41636 0.77 0.01 -0.56
H -10.15169 3.88689 -24.66208 0.25 1.05 0.28
H 12.89126 -1.35514 -15.96946 -0.22 0.05 0.64
H 18.48730 -3.57918 -19.76385 0.72 0.09 0.24
C -8.93268 3.67693 -21.69420 -0.34 1.62 0.46
H 1.84922 11.60058 -16.05296 0.56 -0.05 -0.09
H -6.79645 6.28536 -24.78240 -0.02 0.35 -0.19
H 7.14510 11.98362 -17.80603 -0.21 -0.03 0.11
C -10.76359 2.96300 -20.16526 -0.04 -0.55 -0.09
C 18.10928 -3.66633 -18.74522 0.68 1.52 1.16
C 17.24976 -2.38559 -18.49168 -1.60 -0.74 -0.10
H 11.63241 -4.83921 -13.15012 0.33 -0.54 0.62
H 5.35195 0.23159 -9.41860 0.36 0.41 0.10
C 3.62940 3.38585 -6.75502 0.89 -0.90 0.75
H 3.86022 7.71725 -8.95785 -0.08 0.28 -0.44
H 8.88569 3.34152 -6.46996 -0.21 0.25 0.12
C 5.79061 8.63886 -8.62083 -0.43 0.03 0.24
C -9.64070 3.78160 -25.61911 -0.56 -0.39 0.97
H 3.18417 12.09355 -21.44816 0.10 -0.20 0.06
H 2.22399 3.35040 -2.60894 0.01 0.08 -0.14
C 3.90940 1.86593 -9.19801 -0.09 -0.99 -0.22
H 0.38138 11.48468 -16.84684 -0.10 -0.28 -0.75
H 2.41488 4.67966 -4.59108 0.37 0.64 -0.51
H 16.62183 -2.53625 -16.40993 0.17 0.67 0.21
F 9.24475 3.62847 -16.04734 -0.84 1.24 1.38
H 15.19719 0.91783 -16.13673 -0.18 0.89 0.16
C 13.87546 -1.77045 -15.75276 1.03 -0.29 -0.99
C -5.67957 7.92947 -22.46351 -0.11 1.20 -1.75
H 17.59725 -4.62827 -18.76963 -0.61 0.27 0.34
H 7.23161 8.09758 -23.38589 0.08 0.30 0.16
C 8.68768 10.46000 -17.68010 -0.67 0.55 1.75
H 14.97801 2.90649 -17.82517 -0.05 -0.05 -0.16
H 5.52836 13.26532 -19.84462 0.16 -0.40 0.32
H 14.48356 -1.10609 -15.13881 -0.37 0.16 0.24
H 16.53676 2.44654 -18.54045 -0.24 -0.44 -0.22
H 15.91147 -3.68414 -17.28289 -0.45 -0.20 -0.72
C 5.71633 10.06457 -21.99396 -0.43 -0.99 0.37
C 3.70280 15.53081 -21.17963 1.08 -0.12 0.14
H -8.10707 2.61233 -24.55600 -0.14 -0.11 0.02
F 8.80134 2.07485 -17.38813 -1.66 -2.63 0.06
C 7.16286 10.62279 -19.52722 -2.03 0.02 0.11
H 6.38794 1.93491 -7.35730 -0.52 0.08 0.65
H 2.10398 2.41873 -4.11171 -0.05 -0.25 0.18
H 5.08770 6.02105 -23.13670 -0.10 -0.52 0.34
H 12.72036 -3.91010 -20.70878 -0.44 -0.03 -0.24
H 1.53158 10.47931 -18.92871 0.37 0.22 -0.31
H 16.77739 4.27290 -16.67726 -0.08 -0.04 -0.71
H 16.72073 -2.03964 -19.37968 0.11 -0.31 -0.32
H 6.43013 10.35506 -17.52384 0.32 0.01 0.39
H 8.73191 1.44240 -8.08704 0.10 0.12 0.97
H 4.77329 6.19784 -7.34456 -0.30 -0.09 -0.08
H 3.59625 2.37594 -3.13361 -0.12 -0.24 0.08
H 3.57657 5.06011 -9.53418 -0.55 0.08 0.64
H 6.49852 5.96333 -22.05148 0.05 -0.18 -0.12
C 3.47867 -0.62770 -9.62345 -1.10 0.65 -0.36
H 5.50626 9.59331 -9.06388 -0.45 -0.14 -0.15
C 4.91106 7.46737 -9.10418 -0.20 0.05 -0.07
H 13.56220 -3.58419 -18.28546 0.15 -0.11 -0.17
H 2.52724 -0.61989 -9.09163 -0.18 -0.28 0.04
H 4.00218 1.93183 -10.28205 0.25 0.65 -0.03
H 6.08437 8.12424 -21.08756 0.09 -0.15 0.08
H -10.99974 2.60751 -19.16228 0.00 0.13 0.01
H 9.36032 11.12645 -18.21997 0.00 0.03 -0.13
C -4.13429 4.68727 -21.78258 0.39 0.19 -0.25
H -11.20409 2.23807 -20.84975 0.29 -0.32 -0.10
H 15.48233 0.13984 -18.98579 -0.10 -0.97 -0.25
H 17.72877 2.83323 -16.44212 0.03 -0.16 -0.17
H 6.74446 10.33699 -22.23232 -0.21 0.32 -0.79
C 7.22943 10.91588 -18.00829 1.23 -0.60 -1.34
H 2.76104 16.06938 -21.07417 0.21 0.02 -0.16
C 13.56511 -2.53257 -18.57214 -0.44 0.67 0.69
H 4.42645 16.04621 -21.81114 -0.25 0.74 0.40
C 7.33452 2.75786 -8.99655 1.18 0.95 -0.13
```
Positions in Å, forces in eV/Å.

These are the Mulliken partial charges, in e, on atoms 1 to 6: -0.33 1.14 0.31 0.42 0.35 0.42